No. 1
A structure of composition C4H5F3O, computed with ωB97M-V/def2-TZVPD.

The geometry in ORCA input format:
```
! wB97M-V def2-TZVPD RIJCOSX def2/J DEFGRID3
* xyz 0 1
C 0.65189 -0.76098 -1.44292
C 1.22365 -0.06963 -0.48206
C -0.11212 0.82324 0.76906
C 2.64447 0.18130 -0.12832
O -1.20331 1.20172 0.11718
F 3.38336 0.58786 -1.20095
F 3.27280 -0.84125 0.55354
F 2.76433 1.25945 0.77785
H 1.19129 -1.27434 -2.28050
H -0.35560 -0.87481 -1.29109
H -0.05311 -0.05445 1.44394
H 0.51477 1.67062 0.99878
H -1.91770 0.54018 0.13612
*
```

Now the Löwdin charges, all in e: 0.0399, -0.0695, -0.1323, -0.5228, -0.0111, 0.1115, 0.0999, 0.0443, 0.0961, 0.0210, 0.1158, 0.0856, 0.1214


No. 2
A cluster of 2 separate species, C3H7O3 in total, computed with ωB97M-V/def2-TZVPD.

The geometry in ORCA input format:
```
! wB97M-V def2-TZVPD RIJCOSX def2/J DEFGRID3
* xyz -1 1
C -1.86409 -1.47748 -1.17767
O -1.13838 -0.21171 -0.76241
H -0.37448 -0.49600 -0.20552
H -1.91229 -1.26687 -2.25823
H -2.82865 -1.61711 -0.76659
H -1.26929 -2.34053 -1.08055
C 1.13614 1.69858 0.80836
C 1.61067 0.19136 1.11543
O 0.74843 -0.60201 0.80344
O 2.75957 -0.15015 1.55612
H 1.68948 2.57334 1.33678
H 0.04839 1.87738 0.87803
H 1.39449 1.82119 -0.24720
*
```

Now the Löwdin charges, all in e: -0.1192, -0.1933, -0.0328, 0.0617, 0.0376, 0.0462, -0.0471, -0.7413, -0.0586, -0.1169, 0.0691, 0.0497, 0.0450


No. 3
An isolated molecule of C19H18N2O2, computed with ωB97M-V/def2-TZVPD.

The geometry in ORCA input format:
```
! wB97M-V def2-TZVPD RIJCOSX def2/J DEFGRID3
* xyz 0 1
C -0.41968 4.48822 -2.50361
C -0.31407 3.02359 -2.15498
O -0.82453 2.18629 -2.86725
N 0.35144 2.68223 -0.99381
C 0.31404 1.35036 -0.46886
C -0.69176 0.48053 -0.74101
C -0.81892 -0.88943 -0.33767
C 0.26385 -1.74495 -0.09772
C 0.07163 -3.05610 0.26019
C -1.21799 -3.59423 0.41620
N -1.40456 -4.88960 0.80222
C -2.70787 -5.50291 0.74684
C -0.30845 -5.67488 1.31344
C -2.30552 -2.74621 0.13965
C -2.10464 -1.44329 -0.24143
C 1.31817 1.24445 0.59879
O 1.59270 0.29046 1.30613
C 1.87943 2.59293 0.70567
C 2.86071 3.04390 1.57179
C 3.26900 4.36026 1.47796
C 2.69965 5.18525 0.51854
C 1.72079 4.73886 -0.35741
C 1.29061 3.42109 -0.26465
H 0.52210 4.84987 -2.91067
H -0.70857 5.08127 -1.64043
H -1.17878 4.58022 -3.27755
H -1.52388 0.84750 -1.32756
H 1.26810 -1.38025 -0.22736
H 0.93814 -3.68046 0.40349
H -3.19723 -5.27792 -0.20267
H -3.35426 -5.16269 1.56423
H -2.60078 -6.58324 0.82020
H -0.70104 -6.52489 1.86820
H 0.30209 -5.08045 1.99513
H 0.33136 -6.05298 0.50788
H -3.31654 -3.10781 0.23597
H -2.96220 -0.81662 -0.44274
H 3.27980 2.36198 2.29530
H 4.02670 4.74814 2.14129
H 3.02516 6.21263 0.44347
H 1.33579 5.43889 -1.07521
*
```

As for the SMILES: CC(=O)N1/C(=C/c2ccc(N(C)C)cc2)C(=O)c2ccccc21.

Now the Löwdin charges, all in e: 0.0041, -0.4408, 0.0752, 0.0729, -0.0794, 0.0658, -0.2117, -0.0171, -0.0108, -0.2309, -0.1957, -0.0685, -0.0669, -0.0252, -0.0280, -0.2961, 0.0841, -0.0847, 0.0023, -0.0814, -0.0726, -0.0132, -0.1201, 0.0865, 0.0860, 0.0891, 0.1157, 0.1123, 0.0980, 0.0883, 0.0936, 0.0832, 0.0833, 0.0895, 0.0933, 0.0937, 0.1151, 0.1217, 0.1018, 0.1056, 0.0819


No. 4
An isolated molecule of C2H5NO, computed with ωB97M-V/def2-TZVPD.

The geometry in ORCA input format:
```
! wB97M-V def2-TZVPD RIJCOSX def2/J DEFGRID3
* xyz 0 1
C -0.57172 -0.64716 0.16179
N 0.19206 0.60668 0.19329
C 1.83235 0.54581 0.05145
O 2.25421 -0.53635 0.08792
H 0.10583 -1.53786 0.22172
H -1.09382 -0.71836 1.03688
H -1.25741 -0.75792 -0.77013
H -0.20531 1.39996 -0.32452
H 2.25334 1.47139 0.12004
*
```

As for the SMILES: CNC=O.

Now the Löwdin charges, all in e: -0.1525, -0.0795, -0.2084, 0.0682, 0.0817, 0.0230, 0.1057, 0.0792, 0.0826


No. 5
The ion C3H5N2O with charge +1, computed with ωB97M-V/def2-TZVPD.

The geometry in ORCA input format:
```
! wB97M-V def2-TZVPD RIJCOSX def2/J DEFGRID3
* xyz 1 1
C -2.72318 -0.16966 0.78327
C -2.00579 -0.12795 -0.15636
O -1.03699 0.29448 -1.33385
N 0.24228 0.01667 -1.06585
C 0.78826 0.20048 0.09647
N 2.06520 0.01020 0.35073
H -3.32546 -0.52664 1.62453
H 0.75309 0.00597 -1.91829
H 0.01510 0.15715 0.93298
H 2.56033 0.28369 1.14048
H 2.66715 -0.14438 -0.45410
*
```

As for the SMILES: C#CO/[NH+]=C/N.

Now the Löwdin charges, all in e: 0.1379, -0.0164, 0.0028, 0.0282, -0.0835, 0.2124, 0.0822, 0.1866, 0.1832, 0.1183, 0.1483


No. 6
An isolated molecule of C29H32N6O4, computed with ωB97M-V/def2-TZVPD.

The geometry in ORCA input format:
```
! wB97M-V def2-TZVPD RIJCOSX def2/J DEFGRID3
* xyz 0 1
C 1.99923 -0.66784 -3.67037
C 1.34169 -2.03195 -3.84252
C 1.50796 -2.99500 -2.65672
C 2.96828 -3.09317 -2.21020
C 0.99642 -4.38275 -3.06335
N 0.68530 -2.49962 -1.54661
C 0.57708 -3.12851 -0.36487
O 1.26705 -4.06221 -0.00737
C -0.53747 -2.62647 0.57546
C -0.06303 -2.43265 1.99432
C 1.24676 -2.08984 2.29337
C 1.63225 -1.86336 3.60157
C 0.70746 -1.96433 4.63297
O 1.04245 -1.74239 5.93160
C -0.61004 -2.30280 4.33931
C -0.98286 -2.53617 3.03262
N -1.23313 -1.41868 0.12673
C -2.35748 -1.57326 -0.61055
O -2.82830 -2.65878 -0.87754
C -3.01982 -0.29590 -1.15743
N -2.07329 0.69077 -1.57919
N -1.00185 0.35599 -2.30870
N -0.25848 1.36594 -2.50460
C -0.81500 2.44711 -1.89443
C -0.39464 3.77260 -1.77922
C -1.19279 4.61981 -1.05042
C -2.38552 4.18720 -0.45054
C -2.82146 2.88784 -0.55423
C -2.01616 2.01743 -1.27942
C -0.77324 -0.17404 0.62876
C 0.49539 0.29388 0.30417
C 0.90348 1.53496 0.74476
C 0.06057 2.32788 1.52173
N 0.49947 3.60471 1.87432
C -0.23204 4.64498 2.37813
C 0.59595 5.90395 2.52754
O -1.40162 4.57858 2.67272
C -1.17452 1.82193 1.91609
C -1.57958 0.57799 1.47489
H 1.75504 -0.04006 -4.52328
H 1.63179 -0.16325 -2.78281
H 3.08080 -0.75611 -3.61368
H 1.75974 -2.51602 -4.72738
H 0.27350 -1.88716 -4.02026
H 3.59825 -3.34469 -3.05921
H 3.30463 -2.15103 -1.78574
H 3.06733 -3.86523 -1.45315
H 1.05544 -5.05872 -2.21493
H 1.59894 -4.78574 -3.87277
H -0.03936 -4.32219 -3.39082
H 0.01263 -1.78566 -1.79303
H -1.28906 -3.42942 0.55471
H 1.98122 -2.01770 1.50716
H 2.65981 -1.60749 3.82480
H 1.98597 -1.55218 5.99857
H -1.31838 -2.38395 5.14805
H -2.00532 -2.80735 2.81232
H -3.63857 -0.61773 -2.00317
H -3.67185 0.13976 -0.39726
H 0.51931 4.09920 -2.24842
H -0.90560 5.65428 -0.93209
H -2.96732 4.89577 0.11751
H -3.73858 2.56210 -0.08922
H 1.14660 -0.29972 -0.31672
H 1.87867 1.90485 0.46233
H 1.45282 3.80794 1.60677
H 1.43672 5.72435 3.19421
H 0.97732 6.21964 1.55855
H -0.02540 6.69257 2.94120
H -1.81506 2.41093 2.54943
H -2.53647 0.18614 1.78553
*
```

As for the SMILES: CCC(C)(C)NC(=O)[C@@H](c1ccc(O)cc1)N(C(=O)Cn1nnc2ccccc21)c1ccc(NC(C)=O)cc1.

Now the Löwdin charges, all in e: -0.1062, -0.1979, -0.5343, -0.0301, -0.0263, 0.1496, -0.4376, 0.0724, -0.1176, -0.1836, -0.0215, -0.0049, -0.3196, 0.0541, -0.0038, -0.0185, 0.0444, -0.4252, 0.0845, -0.0085, -0.0694, 0.0774, 0.0938, -0.2249, -0.0101, -0.0866, -0.0740, -0.0124, -0.1671, -0.2335, -0.0179, -0.0017, -0.2185, 0.1267, -0.5227, 0.0025, 0.0639, 0.0021, -0.0029, 0.0725, 0.0301, 0.0662, 0.1161, 0.1100, 0.0894, 0.0791, 0.0756, 0.0774, 0.0843, 0.0882, 0.1045, 0.1623, 0.1188, 0.1137, 0.1056, 0.1166, 0.1233, 0.1412, 0.1313, 0.1130, 0.1038, 0.1098, 0.1165, 0.1072, 0.1196, 0.1432, 0.0841, 0.0801, 0.0846, 0.1090, 0.1287


In the order shown, the computed HOMO-LUMO gap values come out to 10.0 8.2 6.9 10.2 10.5 8.7 eV.